Density functional theory data (wB97M-V/def2-TZVPD) for a molecular structure, NO7PRb6.

```
15
Properties=species:S:1:pos:R:3:forces:R:3
Rb 3.398250 0.914801 2.842515 0.8 0.4 0.3
Rb 0.443167 -3.632252 0.871097 -0.4 0.5 -0.2
Rb 2.601023 0.116436 -0.514778 -0.7 0.0 -1.6
Rb -3.431035 -0.794288 2.306617 0.0 0.0 -0.1
Rb -1.931225 1.613651 -1.163608 0.5 -0.4 -0.5
Rb 0.239801 0.086057 4.462848 -0.5 0.0 0.0
N -0.025193 0.658428 -3.944901 0.0 -0.4 -0.4
O 0.370461 0.449973 -2.750688 0.2 0.3 0.7
O -1.224282 0.442471 -4.208449 -0.1 0.3 0.3
O 0.771564 1.022274 -4.796444 0.1 0.1 0.0
P -0.248348 -0.142344 1.375654 0.3 -1.4 -1.6
O -0.139290 -0.556576 -0.085112 0.0 -0.2 -0.1
O 1.235383 0.329090 1.726214 -0.9 -0.1 1.7
O -0.723372 -1.372198 2.214804 1.1 -0.9 1.1
O -1.336906 0.864476 1.664230 -0.3 1.8 0.3
```
Positions in Å, forces in eV/Å.

The orbital gap is 5.1 eV. The calculation puts the HOMO energy at -0.4271 Eh. Its spin multiplicity is 1. As for the charge: +2.

Atomic partial charges in e from the Löwdin method, atoms 1 to 6: Rb 1.04; Rb 1.00; Rb 1.02; Rb 1.05; Rb 1.01; Rb 1.02